ORCA calculation (ωB97M-V/def2-TZVPD) on a molecular structure, C27H65Ba2N3O34P6.

Structure (ORCA input):
```
! wB97M-V def2-TZVPD RIJCOSX def2/J DEFGRID3
* xyz 2 1
Ba -20.0306 -41.6037 5.7668
Ba -34.9831 -36.2244 2.6021
C -27.5758 -39.4352 2.8904
C -28.8079 -38.6380 3.1718
C -29.0552 -38.3944 4.7349
O -30.1666 -37.9799 5.0904
C -27.9284 -38.6373 5.6705
C -26.7955 -39.2812 5.2823
C -26.6612 -39.8310 3.8487
O -25.6093 -40.5200 3.4132
O -25.8710 -39.4720 6.1870
O -29.6977 -38.4369 2.3603
H -27.4481 -39.7904 1.8786
H -28.0996 -38.3979 6.7096
C -25.0426 -37.4130 13.0191
N -24.9311 -36.6057 14.2750
O -24.1767 -35.6287 14.3471
O -25.7286 -36.9264 15.1700
H -24.8639 -38.4757 13.1834
H -24.4430 -36.9605 12.2293
H -26.0682 -37.2723 12.6778
C -33.4120 -38.5291 -4.4909
N -33.9469 -38.6912 -5.8664
O -34.5195 -39.6845 -6.2418
O -33.7955 -37.7611 -6.6183
H -33.9122 -39.2543 -3.8490
H -33.6099 -37.5416 -4.0743
H -32.3579 -38.7653 -4.6367
C -33.4178 -35.8659 11.0137
N -32.1741 -35.5009 11.7629
O -31.2739 -34.9135 11.1117
O -32.0098 -35.8455 12.9181
H -34.0144 -36.4548 11.7105
H -33.0623 -36.4088 10.1379
H -33.9447 -34.9259 10.8495
C -33.3029 -42.6062 10.7152
O -34.5104 -43.2997 11.0748
P -35.8222 -42.4426 11.3339
O -35.7770 -41.7094 12.6277
O -36.0070 -41.5462 9.9498
C -35.9948 -42.1612 8.6237
O -37.0027 -43.6244 11.1715
C -38.3662 -43.3392 11.3282
H -32.5341 -42.4060 11.4615
H -33.4935 -41.5980 10.3472
H -32.6924 -43.0595 9.9343
H -35.1295 -41.8690 8.0286
H -36.9279 -41.9006 8.1242
H -35.8701 -43.2406 8.7093
H -38.9407 -43.7709 10.5086
H -38.6253 -42.2816 11.2772
H -38.7109 -43.7935 12.2571
C -21.7229 -45.9083 -1.9050
O -20.7455 -46.7419 -1.3014
P -19.4110 -46.2952 -0.5387
O -19.5379 -45.3165 0.5855
O -18.8837 -47.7594 0.0128
C -19.6735 -48.4977 0.9219
O -18.3944 -45.9116 -1.7052
C -18.1055 -46.8002 -2.7732
H -22.7639 -46.2316 -1.9019
H -21.5359 -45.6892 -2.9563
H -21.7080 -44.9440 -1.3972
H -20.7253 -48.2139 0.8869
H -19.2909 -48.4798 1.9424
H -19.6389 -49.5445 0.6201
H -18.7491 -46.6460 -3.6393
H -18.3109 -47.8271 -2.4709
H -17.0850 -46.6946 -3.1415
C -26.0476 -46.2791 8.9449
O -26.1605 -47.1025 7.8312
P -24.7832 -47.4444 7.0481
O -23.7290 -46.4074 7.0646
O -24.2842 -48.8571 7.6325
C -25.1942 -49.9435 7.6583
O -25.3651 -47.8483 5.5770
C -26.3518 -47.1289 4.8685
H -26.1313 -45.2145 8.7268
H -25.0384 -46.3892 9.3418
H -26.6758 -46.5245 9.8011
H -26.2031 -49.5742 7.4743
H -25.1492 -50.4612 8.6164
H -24.9884 -50.8214 7.0460
H -25.8912 -46.6798 3.9886
H -26.5674 -46.2743 5.5097
H -27.1909 -47.7977 4.6768
C -34.3803 -43.7835 0.2610
O -35.7700 -44.2301 0.3103
P -36.9208 -43.1081 0.3427
O -36.5959 -41.8886 1.1457
O -37.4004 -43.0106 -1.2393
C -38.5740 -42.2728 -1.5962
O -38.1796 -43.8320 0.9846
C -38.4508 -45.1622 0.5822
H -34.1641 -42.7161 0.3076
H -33.9898 -44.1282 -0.6965
H -33.8812 -44.2328 1.1195
H -39.2678 -42.8319 -2.2240
H -38.2244 -41.4001 -2.1478
H -39.1084 -42.0196 -0.6805
H -38.2052 -45.6929 1.5020
H -37.9123 -45.4835 -0.3093
H -39.5054 -45.3595 0.3895
C -21.7161 -33.8408 6.2787
O -21.6490 -33.7352 4.8643
P -20.4995 -34.5129 3.9755
O -20.2820 -36.0051 4.1629
O -20.8553 -34.1419 2.4239
C -21.8917 -34.7837 1.8152
O -19.2308 -33.5281 4.2698
C -18.5174 -33.5633 5.4884
H -22.7225 -33.6697 6.6609
H -21.1117 -33.0860 6.7817
H -21.4754 -34.8614 6.5761
H -21.7110 -34.5501 0.7660
H -22.8778 -34.4137 2.0957
H -21.7793 -35.8587 1.9563
H -17.4689 -33.6163 5.1952
H -18.8095 -34.4150 6.1027
H -18.5421 -32.7147 6.1721
C -29.3622 -32.6283 -2.3090
O -29.7437 -31.5657 -1.4057
P -31.3100 -31.1031 -1.3990
O -32.3206 -32.1138 -1.0841
O -31.2850 -29.7423 -0.5357
C -30.3122 -28.7317 -0.7535
O -31.5327 -30.5048 -2.9114
C -32.7740 -30.2869 -3.5092
H -30.0847 -32.8683 -3.0891
H -29.2617 -33.5659 -1.7621
H -28.4456 -32.3432 -2.8254
H -30.5256 -28.3191 -1.7396
H -29.3083 -29.1563 -0.7593
H -30.2547 -27.9306 -0.0167
H -32.8536 -29.2000 -3.5266
H -33.5886 -30.7516 -2.9538
H -32.7866 -30.5708 -4.5615
*
```

Computed properties:
- LUMO level (eV) = -7.32
- electronic energy (Eh) = -5888.59062
- HOMO (eV) = -8.65
- Kohn-Sham gap (hartree) = 0.0489